A cluster of 8 separate species, C43H73BrClF3NO9S in total at a distorted geometry, computed with ωB97M-V/def2-TZVPD.

Atoms and positions in Å:
1 C -8.038520 0.137605 4.619895
2 C -6.791549 -0.216854 5.028769
3 C -5.683893 -0.346199 3.927020
4 C -4.729240 0.783380 3.739739
5 Br -5.070192 2.333675 4.911735
6 C -3.626030 0.764233 2.760718
7 C -2.732140 2.026018 2.795557
8 C -3.415370 3.127664 1.838098
9 C -2.349584 4.237568 1.534660
10 C -1.686932 4.281303 0.215848
11 C -0.654194 5.288139 -0.126055
12 C -0.273439 6.268776 0.914752
13 C -0.930394 6.258867 2.232606
14 C -1.973391 5.250351 2.528411
15 C -3.470183 -0.431608 1.862167
16 C -2.406046 -0.463365 0.809394
17 C -1.440595 0.691762 0.463199
18 C -0.087635 0.470379 1.291527
19 O 0.989164 0.831432 0.902726
20 N -2.248446 -1.616510 0.041146
21 C -1.178665 -1.772667 -0.982446
22 C -1.770307 -1.412789 -2.430271
23 C -0.498064 -0.988714 -3.309656
24 Cl 0.668636 -2.403284 -3.400548
25 C -3.100063 -2.741848 0.174523
26 C -2.972220 -4.021407 -0.726807
27 C -2.237278 -5.212659 0.056529
28 O -2.104047 -4.943534 1.460684
29 C -1.696677 -6.196278 2.057018
30 C -0.614474 -5.892367 3.159440
31 F 0.066781 -7.051314 3.459261
32 F 0.298648 -5.015198 2.578407
33 F -1.154083 -5.312146 4.272365
34 C -4.183875 -2.790422 1.181607
35 S -5.128080 -4.371175 1.246477
36 C -4.424604 -1.597135 2.064030
37 C -5.533447 -1.553485 3.080426
38 C -6.591174 -2.664057 3.329279
39 H -8.937840 0.134030 5.288478
40 H -8.180993 0.448115 3.550878
41 H -6.508636 -0.457416 6.082108
42 H -1.647957 1.876103 2.564430
43 H -2.693743 2.542579 3.801512
44 H -4.241019 3.635592 2.411430
45 H -3.865622 2.669316 0.919888
46 H -1.940472 3.552096 -0.592859
47 H -0.170940 5.272556 -1.144332
48 H 0.528141 7.019351 0.682838
49 H -0.613258 7.027909 2.972419
50 H -2.479480 5.262899 3.529607
51 H -1.085721 0.697963 -0.612817
52 H -1.850997 1.726476 0.579091
53 H -0.226471 -0.017569 2.312361
54 H -0.295253 -1.103031 -0.845906
55 H -0.726286 -2.805904 -0.977471
56 H -2.207817 -2.301018 -2.951627
57 H -2.497182 -0.552289 -2.377508
58 H -0.885683 -0.753246 -4.330953
59 H -0.032557 -0.116726 -2.784986
60 H -2.368969 -3.876247 -1.656165
61 H -3.974627 -4.370158 -1.109717
62 H -1.183440 -5.278029 -0.363767
63 H -2.709809 -6.213245 -0.178333
64 H -2.562623 -6.803370 2.433323
65 H -1.167902 -6.839721 1.289039
66 H -6.317475 -4.040909 0.644604
67 H -7.082795 -2.882967 2.335988
68 H -7.414869 -2.407462 4.031702
69 H -6.089923 -3.591072 3.737099
70 C 4.021477 1.159260 -0.561524
71 C 5.418029 0.736567 -0.149968
72 O 6.389363 1.575200 -0.765552
73 H 3.911576 1.108816 -1.647682
74 H 3.267151 0.519359 -0.100909
75 H 3.829015 2.195044 -0.268619
76 H 5.615054 -0.289806 -0.462701
77 H 5.538485 0.795807 0.936512
78 H 6.215986 2.481350 -0.478376
79 C 3.719698 4.954746 -2.659756
80 C 2.230060 4.691946 -2.738826
81 O 1.504378 5.920214 -2.699552
82 H 3.965953 5.491778 -1.740792
83 H 4.282909 4.019615 -2.683132
84 H 4.045125 5.581019 -3.493279
85 H 1.904079 4.083205 -1.892547
86 H 1.977329 4.163135 -3.663861
87 H 1.789883 6.450597 -3.453050
88 C 9.136931 4.070967 -3.332892
89 C 8.959657 4.839576 -2.038182
90 O 7.867474 4.310758 -1.290848
91 H 8.226298 4.121575 -3.935274
92 H 9.967573 4.472572 -3.915275
93 H 9.328776 3.014182 -3.132565
94 H 8.747096 5.889804 -2.242990
95 H 9.864965 4.783186 -1.425519
96 H 8.065013 3.383791 -1.103838
97 C 3.465545 -9.199950 4.888764
98 C 2.143124 -9.553466 5.541716
99 O 1.635738 -8.441135 6.270788
100 H 4.195024 -8.896630 5.642420
101 H 3.866497 -10.049723 4.332149
102 H 3.344789 -8.356591 4.202899
103 H 2.271577 -10.380564 6.240814
104 H 1.404082 -9.848501 4.789108
105 H 1.514896 -7.715291 5.647204
106 C 3.105235 2.274836 -6.934585
107 C 3.219693 3.786975 -6.904560
108 O 4.066254 4.200032 -5.836574
109 H 2.704935 1.902632 -5.988610
110 H 2.452173 1.948173 -7.746692
111 H 4.088114 1.815286 -7.068468
112 H 2.239862 4.241180 -6.749285
113 H 3.630211 4.164830 -7.846112
114 H 4.933870 3.804123 -5.982421
115 C -12.499947 -1.539394 2.775632
116 C -11.381599 -1.651135 3.793250
117 O -10.844570 -0.363037 4.086418
118 H -12.134744 -1.080205 1.854557
119 H -12.913237 -2.521980 2.539662
120 H -13.303873 -0.902306 3.153326
121 H -10.571437 -2.270252 3.404138
122 H -11.744551 -2.101123 4.722442
123 H -11.562044 0.178034 4.438729
124 C 10.144128 0.344568 -6.275074
125 C 10.169447 1.860886 -6.252995
126 O 11.023284 2.328815 -5.214811
127 H 9.797405 -0.046055 -5.315978
128 H 9.485782 -0.024200 -7.064667
129 H 11.147841 -0.056443 -6.439543
130 H 9.169807 2.256879 -6.067149
131 H 10.526397 2.258059 -7.208761
132 H 11.907814 1.984677 -5.387383

Forces on atoms 1 to 2 (eV/Å):
C 0.9507 -0.1251 0.4435
C -0.3531 -0.0548 -1.5822

Computed properties:
Orbital gap: 6.582 eV
LUMO: -4.13 eV
Energy above the lowest of the compared OMol25 structures with the same formula, charge and spin: 2.7302 eV
Total charge: +1
Calculated total energy: -167231.69693 eV

Atom charges from the Löwdin analysis, given in e for atoms 1 to 8: number 1, C, carries 0.00; number 2, C, carries -0.20; number 3, C, carries -0.16; number 4, C, carries -0.43; number 5, Br, carries 0.81; number 6, C, carries -0.13; number 7, C, carries -0.19; number 8, C, carries -0.15